No. 1
Entry from OMol25: a 11-piece molecular cluster, C48H127N9O14 overall (the ωB97M-V functional and the def2-TZVPD basis).

Its net charge is 0. The electronic energy is -93905.1743 eV. The value obtained for the LUMO energy is 0.0199 hartree. The HOMO energy comes out at -8.5157 eV.

Element x y z (Å)
O -2.264 1.698 -2.468
O -4.023 7.061 -3.560
O 2.004 0.843 2.255
O 6.165 2.469 -8.089
O -4.097 -3.122 2.885
O 4.734 -3.354 -3.038
O 1.785 1.201 -5.309
O 1.686 -3.869 1.107
O -2.807 -2.202 -2.333
O -0.442 -4.189 8.145
O 7.426 0.663 0.761
O -0.856 4.513 1.646
O -3.972 4.170 2.044
O 0.832 -8.383 3.587
N -1.573 -5.741 -2.336
N 0.406 -5.281 3.575
N -0.802 1.487 0.890
N 1.497 -4.781 -1.998
N -6.809 8.410 -5.463
N -5.099 4.084 5.559
N -1.847 -4.372 5.521
N 4.784 1.471 1.584
N 3.284 2.663 -7.512
C -5.407 8.192 -5.071
C 3.900 2.251 -8.771
C 1.020 -3.931 3.459
C -4.910 4.187 3.103
C -4.109 -2.043 1.968
C 1.891 2.171 -7.454
C 5.218 2.931 -9.020
C -3.679 2.442 4.423
C -0.923 -3.983 9.439
C 2.155 -3.933 2.454
C 0.347 -9.663 3.869
C -2.157 1.784 -1.068
C -3.577 1.932 -2.902
C -3.682 -4.838 -3.149
C 0.590 -7.476 4.648
C 2.473 -4.109 -2.869
C 5.078 0.649 0.403
C -0.414 -0.055 -0.997
C -4.204 3.888 4.418
C -3.908 6.358 -2.345
C -5.354 7.307 -3.876
C -0.917 -5.379 7.557
C 7.432 3.086 -8.265
C -4.666 9.520 -4.943
C 6.074 -3.562 -2.690
C 8.703 0.651 0.179
C -0.808 1.369 -0.557
C 1.988 -2.710 -3.227
C -0.547 4.675 3.046
C -4.603 4.131 0.793
C -3.059 -4.136 4.755
C -2.845 -3.330 3.501
C -2.210 -4.547 -2.916
C -1.007 6.042 3.516
C 3.843 -4.072 -2.215
C 2.592 1.014 4.621
C 1.779 0.295 3.571
C 1.356 1.273 -3.969
C -2.154 -5.161 6.686
C 1.127 -2.613 0.765
C 3.984 0.790 -0.637
C 0.300 0.470 3.795
C 1.282 -6.175 4.346
C 1.285 2.263 -6.084
C 6.427 0.957 -0.172
C 0.954 4.511 3.163
C -2.404 -1.598 -3.541
C -2.053 -3.352 -1.991
H -5.168 5.063 0.624
H 0.040 1.501 3.547
H -3.813 -5.732 -3.761
H 0.427 -5.669 2.628
H 8.155 2.411 -7.805
H -3.790 -3.633 5.394
H 8.765 -0.097 -0.623
H -0.086 -5.726 6.935
H -0.720 -9.625 4.132
H -0.475 6.815 2.957
H 0.515 -0.337 -0.493
H -1.004 -3.092 -1.795
H -4.324 1.785 3.835
H 1.309 3.610 2.665
H -2.887 6.054 -2.128
H 3.774 -3.610 -1.220
H 2.236 2.033 4.798
H -2.081 6.188 3.425
H 6.467 2.024 -0.455
H -3.545 -1.191 2.360
H -2.318 -2.391 3.703
H 8.973 1.609 -0.287
H -1.343 -1.324 -3.564
H -0.593 -5.516 -2.161
H 2.032 -0.770 3.541
H 7.684 3.157 -9.325
H 1.744 -2.161 -2.314
H 1.435 5.382 2.706
H -0.708 -4.840 10.094
H 1.525 -4.394 -1.051
H -2.975 1.318 -0.494
H -2.883 -4.661 7.336
H -5.258 3.264 0.662
H -5.400 5.054 5.599
H -0.473 -3.097 9.883
H 1.087 -2.748 -3.844
H 1.908 -1.843 0.762
H 5.098 4.022 -8.933
H 0.484 -10.318 3.013
H -5.884 7.758 -3.024
H 2.251 -6.400 3.890
H -1.204 -0.741 -0.687
H -4.267 7.010 -1.535
H 1.437 -3.700 4.442
H 4.017 1.808 -1.052
H -5.844 6.347 -4.110
H 2.546 -4.687 -3.793
H -5.146 -1.755 1.815
H 0.283 1.045 -3.870
H 0.189 2.195 -6.148
H -3.019 -0.701 -3.577
H 0.813 -2.707 -0.276
H 0.025 0.290 4.838
H -3.348 4.568 4.441
H 1.244 4.530 4.216
H 4.115 0.105 -1.475
H -6.899 8.942 -6.316
H -2.011 -3.814 9.478
H -7.248 7.509 -5.621
H 7.446 4.038 -7.732
H -2.196 -3.884 2.795
H -2.665 2.357 4.034
H 1.848 -5.729 -1.859
H 0.245 -2.296 1.324
H -1.162 -6.151 8.298
H 0.231 -3.250 3.163
H -3.655 -2.330 1.010
H -2.574 -6.159 6.458
H 4.067 1.160 -8.824
H -1.173 -4.887 4.946
H 2.439 0.501 5.581
H -3.535 -5.088 4.454
H -4.760 9.942 -3.935
H 2.994 0.656 -0.203
H 2.763 -4.833 2.539
H -0.850 2.449 1.216
H -4.522 5.443 -2.356
H 4.214 -5.104 -2.143
H 1.244 2.669 -8.187
H 3.672 1.035 4.471
H 6.597 0.398 -1.101
H -4.253 -4.021 -3.581
H -4.295 1.372 -2.290
H -3.650 1.529 -3.913
H -1.996 -5.926 -1.429
H -3.864 4.133 -0.010
H -0.193 -0.012 -2.059
H -0.312 -0.168 3.163
H 1.428 -5.677 5.311
H 0.871 -10.111 4.726
H -1.707 -4.361 -3.871
H 1.505 3.227 -5.604
H -1.010 3.874 3.640
H -3.673 2.087 5.454
H -2.498 -3.654 -1.032
H 3.709 2.086 -6.785
H -3.590 9.393 -5.056
H 6.237 -3.584 -1.596
H -2.602 -2.183 -4.449
H 5.613 1.443 2.170
H -4.892 7.692 -5.911
H -0.680 6.185 4.553
H 0.092 1.151 1.239
H -3.826 2.998 -2.900
H -5.391 5.178 3.145
H 3.221 2.434 -9.609
H 0.926 -7.884 5.614
H -4.122 -5.098 -2.177
H -1.813 4.622 1.561
H 6.678 -2.717 -3.015
H 2.951 1.010 2.082
H -5.700 3.446 2.904
H -5.052 10.227 -5.674
H 1.812 1.109 -7.761
H 2.833 -3.076 2.592
H -2.289 2.845 -0.765
H 2.742 -2.199 -3.825
H -5.939 3.529 5.416
H 5.559 2.719 -10.045
H 5.072 -0.400 0.729
H 1.485 2.257 -3.505
H 6.444 -4.516 -3.080
H -0.492 -7.298 4.767
H 4.636 2.425 1.262
H 1.910 0.487 -3.457
H -0.056 2.034 -1.022
H 9.427 0.421 0.956

Mulliken population analysis, charges in e, atoms 1 to 8: atom 1 (O): -0.0942, atom 2 (O): -0.3740, atom 3 (O): 0.3907, atom 4 (O): -0.2843, atom 5 (O): -0.4627, atom 6 (O): -0.2968, atom 7 (O): -0.2708, atom 8 (O): -0.5303



No. 2
Entry from OMol25: a 12-piece molecular cluster, C48H128N8O16 overall (the ωB97M-V functional and the def2-TZVPD basis).

Its net charge is 0. The electronic energy is -96521.3662 eV. The value obtained for the LUMO energy is 0.0186 hartree. The HOMO energy comes out at -8.3791 eV.

Element x y z (Å)
O 4.473 4.149 -0.070
O 0.049 5.144 -1.333
O -0.858 0.955 0.339
O -5.149 -0.382 -1.541
O -2.427 -3.756 -3.298
O 0.163 -2.670 3.702
O 2.762 -5.031 -1.312
O 1.020 -2.597 -7.020
O -4.243 -2.940 2.487
O -0.486 5.378 3.312
O -4.150 -4.582 0.071
O 4.028 -2.407 -3.177
O -3.976 4.261 1.401
O -2.218 0.899 4.316
O 5.582 0.113 1.064
O -0.571 0.725 -3.880
N -0.633 -1.917 -1.824
N 0.360 6.651 1.004
N 2.636 3.125 2.833
N 0.672 -3.804 -4.176
N -3.327 0.549 7.798
N -3.795 0.672 1.427
N 3.082 -1.825 3.069
N 1.820 -0.850 -3.917
C 5.214 -3.087 -2.940
C 3.171 -0.340 -3.774
C -1.039 0.556 3.573
C -4.169 -1.214 -2.195
C 3.668 3.280 0.715
C -2.822 -4.817 0.530
C 0.476 -4.308 -5.459
C -0.290 0.236 -0.735
C -2.758 -5.870 1.538
C 0.594 6.451 -1.390
C 0.062 -1.919 0.569
C -3.375 -4.859 -3.085
C 3.199 0.047 -2.285
C 4.222 -0.868 2.800
C -0.277 2.270 0.458
C 4.292 -1.316 -4.016
C -2.068 0.559 5.723
C -3.281 1.076 6.373
C 5.133 2.956 2.765
C 2.397 -1.847 4.340
C -4.342 -0.474 2.100
C -3.598 -1.790 1.771
C 1.787 -4.304 -2.022
C -0.014 6.711 3.383
C 1.387 -3.024 4.405
C 6.966 -0.073 0.750
C -3.977 2.008 1.988
C -3.476 -0.659 -3.424
C -0.879 -3.641 3.966
C -0.749 -1.207 -0.566
C 4.509 3.574 -1.396
C -3.297 2.615 6.303
C 1.694 -4.626 -3.518
C 3.866 3.550 2.211
C -3.910 -5.180 -4.426
C -1.599 5.146 4.180
C -0.169 1.269 -5.181
C 0.999 6.879 2.292
C 4.975 -1.150 1.447
C -4.233 -2.909 3.901
C 3.052 -4.432 -0.075
C 1.383 6.629 -0.086
C -0.695 4.629 -2.359
C -0.094 -3.338 -6.495
C -4.065 5.328 0.503
C -4.150 3.027 0.843
C 0.722 -1.573 -7.919
C -1.039 2.495 -5.540
H 0.836 -4.438 -1.494
H 2.687 -4.424 -3.935
H 5.221 4.057 -2.010
H -0.274 -2.973 0.647
H -2.365 -3.855 0.633
H -0.610 -3.893 -7.295
H 2.634 3.388 0.395
H 1.241 -1.866 0.436
H 7.145 -1.053 0.194
H -5.357 -0.726 1.809
H 7.543 0.016 1.701
H 7.278 0.816 0.191
H 3.178 -3.359 -0.351
H -4.692 -4.267 0.777
H -3.103 2.319 2.570
H -0.511 -4.664 3.919
H 2.203 -4.564 0.548
H -0.226 -3.914 -3.690
H -0.222 1.239 3.896
H 0.309 0.287 -3.594
H -1.727 -6.048 1.873
H 5.201 -0.879 -3.746
H 0.788 2.190 0.793
H 1.892 3.658 2.382
H -5.059 5.346 0.110
H -2.862 0.431 1.167
H 4.944 -3.890 -2.300
H -3.327 -2.448 4.345
H -1.264 -3.459 4.971
H 5.975 3.570 2.384
H -0.369 5.103 -3.280
H -0.654 0.628 -1.736
H -5.142 -2.377 4.197
H -4.663 -2.117 -2.463
H -5.162 2.990 0.429
H 1.802 -3.986 4.021
H 5.672 -1.990 1.417
H -3.203 -1.532 -4.084
H 3.121 -1.908 5.173
H 4.457 -1.579 -5.079
H -3.133 -0.481 7.732
H -4.404 -3.948 4.202
H 2.369 -1.635 2.334
H 5.143 3.234 3.841
H -3.673 -2.103 0.745
H -3.159 -5.586 -5.198
H -0.168 -1.399 1.486
H -1.724 -3.524 3.266
H -0.259 7.114 -1.380
H 5.805 -3.359 -3.853
H 3.942 -4.887 0.372
H -3.355 -1.594 -1.565
H -4.709 -5.932 -4.399
H -0.250 0.553 -5.994
H -3.058 -6.868 1.127
H -3.520 2.777 0.023
H -1.109 3.142 -4.708
H -0.084 5.755 1.066
H 5.963 -2.532 -2.289
H 1.630 -1.443 -3.113
H 2.748 -0.765 -1.677
H -1.247 0.754 2.500
H 0.237 -0.687 -7.480
H -0.150 2.795 -0.511
H 5.417 1.899 2.560
H -4.103 0.652 5.819
H 3.954 4.664 2.284
H -4.433 -0.354 3.201
H 1.485 -5.726 -3.570
H -1.113 1.119 6.099
H 2.658 3.439 3.791
H 0.098 -1.960 -8.754
H -2.033 2.183 -5.948
H -4.195 -0.011 -3.894
H 1.980 7.522 0.015
H -3.326 -5.557 2.419
H 4.184 0.365 -1.847
H 1.766 -1.454 -4.781
H 2.597 0.961 -2.291
H -3.447 2.943 5.269
H -0.445 2.993 -6.315
H -4.066 3.103 6.950
H -4.852 1.995 2.621
H -4.799 0.219 -0.859
H 3.952 0.173 2.836
H -4.334 -4.305 -4.949
H 0.901 1.558 -5.097
H -1.968 -0.522 5.932
H -0.606 3.570 -2.384
H -0.855 2.879 1.148
H 0.561 6.895 4.277
H 1.199 6.516 -2.253
H -2.263 -5.191 -0.355
H 1.324 7.914 2.288
H 3.526 3.590 -1.803
H -0.850 -2.624 -6.048
H 1.123 -3.044 5.463
H -0.166 -5.185 -5.384
H -0.738 -1.279 -2.642
H -1.787 4.738 -2.238
H -1.666 4.039 4.207
H -2.373 3.163 6.531
H -2.482 0.971 8.181
H -2.561 -1.698 2.195
H -0.894 7.405 3.347
H 3.907 2.228 0.529
H -1.284 5.551 5.167
H 1.995 -3.228 -2.032
H -4.056 -4.597 -2.315
H -0.635 -0.440 3.729
H 0.192 -2.531 -1.974
H 4.206 -1.332 0.696
H -2.550 5.692 3.856
H -1.813 -1.214 -0.227
H 1.711 -1.011 4.505
H 2.103 5.741 0.037
H 1.929 6.278 2.450
H -2.606 -0.026 -3.151
H 4.848 2.538 -1.267
H 3.345 0.538 -4.412
H -2.000 -3.408 -2.486
H 4.989 -0.980 3.680
H 1.695 -1.278 -8.357
H -2.732 -5.645 -2.627
H -3.291 5.211 -0.266
H 1.415 -4.655 -5.950
H -3.895 6.259 0.945
H 0.766 0.223 -0.808

Mulliken population analysis, charges in e, atoms 1 to 8: atom 1 (O): -0.6326, atom 2 (O): 0.2346, atom 3 (O): -0.1218, atom 4 (O): -0.6872, atom 5 (O): -0.0917, atom 6 (O): 0.2594, atom 7 (O): -0.6104, atom 8 (O): -0.2934



Record order is preserved below.
Frontier orbital gap: 9.06; 8.89 eV
Record order is preserved below.
Relative energy (zero: lowest compared OMol25 entry of this formula, charge and spin): 0.0000; 0.3100 eV
Record order is preserved below.
F_max: 2.126; 3.358 eV/Å